An isolated molecule of C6H8O2S at a distorted geometry. Source: the OMol25 dataset; level of theory: the ωB97M-V functional and the def2-TZVPD basis.

The geometry in ORCA input format:
```
! RIJCOSX wB97M-V def2-TZVPD def2/J DEFGRID3
* xyz 0 1
C 1.37053 0.68003 -0.29510
S 1.71993 -1.09981 -0.30498
C 0.00879 -1.55657 0.07149
C -0.16279 0.82503 -0.53122
C -0.84782 -0.51154 -0.61970
H -0.46587 1.50976 -1.28430
H 0.14618 -1.45931 1.24268
H -0.99824 1.55759 1.68525
C -0.17340 1.26131 0.97286
H 1.82250 1.02319 1.89075
H -0.97611 -0.73773 -1.64699
H -1.82027 -0.41536 -0.19619
C 1.08976 1.06911 1.14404
O 2.14376 -1.56589 -1.57841
O 2.56608 -1.39445 0.81633
H 2.10627 1.17882 -0.94897
H -0.16984 -2.60188 -0.23039
*
```

Calculated values
E, eV: -21279.4045
Energy relative to the best compared isomer or geometry (same formula, charge and spin), eV: 1.085
E_HOMO, eV: -9.82
LUMO level, eV: 0.824
Gap between HOMO and LUMO, eV: 10.65